# 1
Entry from OMol25: an isolated molecule of C2O3S in a non-equilibrium geometry (ωB97M-V/def2-TZVPD).

Structure (ORCA input):
```
! wB97M-V def2-TZVPD RIJCOSX def2/J DEFGRID3
* xyz 0 1
C 0.06757 0.25159 1.13912
C -0.97829 0.50316 0.38242
O 1.23855 -0.17785 -1.13103
O -0.99867 -0.59768 -2.00976
O 1.05811 -0.12831 1.57124
S -0.17000 -0.20355 -0.91643
*
```

Summary:
HOMO-LUMO gap ... 0.347 hartree
Energy above the lowest of the compared OMol25 structures with the same formula, charge and spin ... 539.2 kJ/mol

Atomic partial charges in e from the Löwdin method, atoms 1 to 4:
1 C -0.401
2 C -0.108
3 O -0.245
4 O -0.267

# 2
Entry from OMol25: a structure of composition C30H11BrCl72IN4OP in a non-equilibrium geometry (ωB97M-V/def2-TZVPD).

Structure (ORCA input):
```
! wB97M-V def2-TZVPD RIJCOSX def2/J DEFGRID3
* xyz 0 1
N 7.67161 -0.64063 1.03650
C 7.36182 -0.84178 -0.04670
O 7.01451 -0.89895 -1.29794
C 5.63219 -1.18707 -1.43700
C 5.22259 -2.45654 -1.72946
P 6.45049 -3.80701 -1.90541
N 6.10780 -4.94112 -0.87972
C 3.82577 -2.67947 -1.87197
C 2.94409 -1.65782 -1.71768
Br 1.09807 -2.06485 -1.88579
C 3.36335 -0.32699 -1.44056
N 2.42243 0.65317 -1.31402
C 2.95065 1.82162 -1.06106
C 4.34202 2.07499 -0.88927
C 4.83691 3.46720 -0.56660
C 5.65947 3.98097 -1.78109
C 6.89342 4.76882 -1.38215
I 6.41677 6.72454 -0.64911
N 5.23857 1.12691 -0.98898
C 4.73160 -0.10286 -1.29224
H 7.70698 -3.21823 -1.69490
H 6.38591 -4.16691 -3.25839
H 6.87160 -5.07795 -0.22767
H 3.48445 -3.68152 -2.09763
H 2.26934 2.66303 -0.96181
H 5.53526 3.32843 0.26095
H 4.02132 4.14004 -0.31520
H 6.01096 3.12451 -2.36268
H 4.98676 4.53712 -2.43713
H 7.51068 4.90600 -2.26944
H 7.51678 4.21562 -0.68276
C 0.48034 -2.12548 2.13820
Cl 1.50589 -3.48605 1.67233
Cl 0.46061 -1.96220 3.89864
Cl 1.10862 -0.63698 1.42296
Cl -1.16857 -2.41132 1.55360
C -1.71242 2.58774 1.08027
Cl -2.53558 3.09106 -0.39677
Cl -0.12539 3.37067 1.17335
Cl -2.67900 3.05516 2.48470
Cl -1.50719 0.83840 1.06836
C -6.27582 1.89517 4.30360
Cl -7.50523 0.96240 5.15951
Cl -6.92535 2.45443 2.75748
Cl -5.81460 3.29314 5.28094
Cl -4.86017 0.87827 4.01367
C -1.66486 3.08709 6.92496
Cl -0.37147 1.92022 7.24284
Cl -1.12692 4.70871 7.37313
Cl -2.06807 3.05357 5.20200
Cl -3.08978 2.65436 7.87982
C -5.91180 4.38138 -1.85950
Cl -6.08127 3.68871 -0.23808
Cl -4.51800 5.47002 -1.89730
Cl -5.66863 3.07454 -3.02054
Cl -7.37699 5.27471 -2.26792
C 2.34030 -5.23384 6.32549
Cl 1.08390 -6.06850 7.25058
Cl 1.68935 -4.71878 4.76798
Cl 2.88991 -3.81421 7.22614
Cl 3.69908 -6.33262 6.05502
C -8.98451 6.39488 2.66325
Cl -8.20001 7.46100 3.83477
Cl -10.13935 7.32450 1.70055
Cl -7.76442 5.68795 1.59967
Cl -9.83410 5.10318 3.51974
C 6.35414 -8.33463 3.35566
Cl 7.66143 -9.42076 3.84449
Cl 6.11403 -7.09969 4.59925
Cl 6.76579 -7.56120 1.82501
Cl 4.86091 -9.25989 3.16175
C -8.62761 1.25240 9.16043
Cl -8.55848 0.57240 10.78924
Cl -7.01006 1.76339 8.66637
Cl -9.23267 0.02519 8.03763
Cl -9.71409 2.64504 9.14738
C 0.84323 -3.92779 -5.78759
Cl 0.89070 -5.66625 -6.10626
Cl 2.24893 -3.46629 -4.82277
Cl 0.85509 -3.04700 -7.31913
Cl -0.61955 -3.52582 -4.88641
C -8.28489 -0.58741 -2.79025
Cl -9.49759 -1.51444 -1.90153
Cl -8.94796 -0.09220 -4.35260
Cl -7.83758 0.84558 -1.86128
Cl -6.84981 -1.58856 -3.04971
C 3.03680 5.76360 8.15588
Cl 3.49856 6.53471 6.63395
Cl 1.91658 6.81494 9.03227
Cl 2.24839 4.22126 7.81930
Cl 4.47959 5.49097 9.13902
C 9.14944 -6.85966 -3.76550
Cl 9.60070 -6.05147 -5.27426
Cl 7.98372 -5.84956 -2.87562
Cl 8.40623 -8.41756 -4.12655
Cl 10.58928 -7.10544 -2.77206
C -2.98233 -5.51891 -2.31976
Cl -2.04920 -4.49809 -1.21539
Cl -4.11595 -4.51382 -3.23395
Cl -1.88120 -6.32409 -3.43925
Cl -3.87862 -6.72556 -1.39305
C -5.93640 6.89566 -5.70528
Cl -4.59404 5.86265 -5.20614
Cl -6.31226 8.04706 -4.41748
Cl -5.48385 7.78023 -7.16767
Cl -7.35573 5.89555 -6.03800
C 10.13091 -3.18285 -7.94939
Cl 9.29588 -2.67569 -9.42037
Cl 11.69370 -2.36788 -7.84614
Cl 9.15108 -2.75595 -6.54178
Cl 10.38451 -4.93539 -7.99390
C -12.88218 -3.06409 0.41801
Cl -11.54158 -2.18980 1.16790
Cl -12.60161 -3.18639 -1.32312
Cl -12.99093 -4.68491 1.11214
Cl -14.39121 -2.19400 0.71140
C -1.56257 3.81521 -6.52700
Cl -0.47881 2.46789 -6.88949
Cl -1.67102 4.02602 -4.77167
Cl -0.93354 5.29439 -7.25953
Cl -3.16900 3.47440 -7.17371
*
```

Summary:
HOMO-LUMO gap ... 0.294 hartree

Atomic partial charges in e from the Löwdin method, atoms 1 to 4:
1 N 0.188
2 C -0.350
3 O 0.030
4 C -0.183

# 3
Entry from OMol25: a structure of composition C30H18BrF3N3O7Os (ωB97M-V/def2-TZVPD).

Structure (ORCA input):
```
! wB97M-V def2-TZVPD RIJCOSX def2/J DEFGRID3
* xyz 1 5
Os -0.61620 0.70637 0.02815
O -3.20059 2.03668 -5.27684
C -2.55117 1.72404 -4.15221
C -1.27517 2.22462 -3.85438
C -0.69972 1.81697 -2.67437
N -1.33621 0.96189 -1.88143
C -2.57687 0.52531 -2.10673
C -3.22991 0.87955 -3.26016
C -3.12351 -0.28477 -0.95130
O -4.16090 -0.87167 -1.01251
O -2.32881 -0.26489 0.13995
C 0.61565 2.27121 -2.07873
O 1.40765 2.93929 -2.67968
O 0.78695 1.85187 -0.81897
H -2.67408 2.62361 -5.83299
H -0.75113 2.91517 -4.50145
H -4.23239 0.53165 -3.46214
C -0.88136 -2.53958 2.13528
O 0.14657 -1.71189 1.57859
C 1.36258 -1.73597 2.15536
C 1.73760 -2.59691 3.17622
C 3.02337 -2.54285 3.71662
Br 3.45571 -3.70825 5.12429
C 3.96240 -1.66301 3.24168
C 3.60754 -0.80731 2.17958
C 2.30139 -0.82006 1.67658
O 1.91210 0.02982 0.67490
C 4.63537 0.02673 1.61576
N 5.83906 0.21098 2.21501
C 6.52716 1.00336 1.39348
C 7.84837 1.52080 1.54189
C 8.32560 2.30476 0.53859
C 7.53618 2.60280 -0.61615
C 6.25007 2.13038 -0.79307
C 5.76517 1.33553 0.23154
N 4.56562 0.70457 0.43521
H -1.01828 -2.30687 3.19237
H -0.63044 -3.59268 2.00353
H -1.77996 -2.28930 1.58030
H 1.02914 -3.30995 3.57110
H 4.96394 -1.62239 3.64091
H 2.01779 0.95734 0.93808
H 8.41777 1.28074 2.42796
H 9.31957 2.72478 0.59485
H 7.97088 3.23196 -1.38105
H 5.67377 2.37627 -1.67323
H 3.80536 0.61580 -0.22280
F -0.22072 6.49242 7.48955
C -0.57499 5.21257 7.67615
F -1.81299 5.20540 8.20332
F 0.25152 4.69615 8.60400
C -0.52917 4.41646 6.39880
C -0.11435 4.99750 5.21053
C -0.08952 4.24189 4.05006
C -0.48287 2.90455 4.07512
C -0.89822 2.32734 5.27978
C -0.91996 3.08096 6.43455
C -0.45496 2.12549 2.87316
C -0.43526 1.42456 1.87131
H 0.18719 6.03485 5.19308
H 0.23472 4.68705 3.11929
H -1.20349 1.29035 5.30159
H -1.24421 2.64017 7.36778
*
```

Summary:
HOMO-LUMO gap (alpha / beta) ... 0.247 / 0.123 hartree
<S²> ... 6.06
Energy above the lowest of the compared OMol25 structures with the same formula, charge and spin ... 119.2 kJ/mol

Atomic partial charges in e from the Löwdin method, atoms 1 to 4:
1 Os 1.594
2 O 0.122
3 C -0.251
4 C 0.104

# 4
Entry from OMol25: a structure of composition C30H18Cl4N7O2ReS2 in a non-equilibrium geometry (ωB97M-V/def2-TZVPD).

Structure (ORCA input):
```
! wB97M-V def2-TZVPD RIJCOSX def2/J DEFGRID3
* xyz -1 2
Re 0.03928 -1.31477 -0.66814
C 1.56008 4.48472 -3.67581
C 0.93859 3.52545 -2.70462
C 1.16125 3.61471 -1.33288
C 0.65182 2.68121 -0.45779
C -0.14957 1.62484 -0.90440
N -0.62207 0.63439 -0.06115
C -1.17651 0.96570 1.13111
C -1.58174 2.29238 1.39827
C -2.10771 2.68827 2.60216
C -2.32781 1.76975 3.62376
C -2.92213 2.16106 4.94576
C -2.02365 0.44810 3.35841
C -1.45453 0.02987 2.15984
N -1.22997 -1.35265 2.03254
C -1.07177 -2.21230 3.05615
C -1.13138 -3.49355 2.54592
C -1.31094 -3.32020 1.17785
N -1.36014 -2.02102 0.87699
C -0.38307 1.54871 -2.29614
C 0.17543 2.46970 -3.17310
N -1.17775 0.51017 -2.80425
C -1.91681 0.52355 -3.93176
C -2.58280 -0.67848 -4.00622
C -2.18797 -1.38217 -2.87136
N -1.32622 -0.65621 -2.15997
H 1.95475 5.36025 -3.16708
H 2.38310 3.99660 -4.19742
H 0.84177 4.80632 -4.42913
H 1.77348 4.41599 -0.94677
H 0.89334 2.72013 0.59288
H -1.45471 3.02782 0.62021
H -2.35453 3.72938 2.75428
H -2.70126 3.20133 5.17333
H -4.00743 2.03646 4.93323
H -2.52440 1.53892 5.74625
H -2.25689 -0.29086 4.11087
H -0.88208 -1.87470 4.05414
H -1.03308 -4.40972 3.08977
H -1.40479 -4.05871 0.40448
H 0.05262 2.32862 -4.23689
H -1.92175 1.36244 -4.59497
H -3.23679 -1.01043 -4.78552
H -2.47814 -2.36004 -2.54288
S 1.87141 -0.48565 -2.04758
C 1.48335 -1.29377 -3.53535
C 2.00989 -0.71417 -4.69509
N 2.45034 -0.19006 -5.62069
C 0.76292 -2.47506 -3.59326
S 0.18477 -3.32533 -2.20105
C 0.52374 -3.06758 -4.83910
N 0.30236 -3.54734 -5.86041
Cl 4.46850 -1.66240 5.23444
C 3.56447 -1.86982 3.78282
C 3.62100 -3.09183 3.11339
Cl 4.61204 -4.35813 3.72800
C 2.87317 -3.28428 1.96124
Cl 2.92250 -4.80121 1.13959
C 2.05981 -2.26896 1.44308
O 1.35278 -2.41428 0.38928
C 2.01045 -0.96659 2.11420
O 1.29066 -0.07298 1.61842
C 2.78566 -0.83794 3.29413
Cl 2.72511 0.66634 4.13399
*
```

Summary:
HOMO-LUMO gap (alpha / beta) ... 0.192 / 0.197 hartree
<S²> ... 0.77
Energy above the lowest of the compared OMol25 structures with the same formula, charge and spin ... 237.7 kJ/mol

Atomic partial charges in e from the Löwdin method, atoms 1 to 4:
1 Re 1.280
2 C -0.052
3 C -0.275
4 C -0.029

# 5
Entry from OMol25: a structure of composition C30H18F5I2N4NaSeTe in a non-equilibrium geometry (ωB97M-V/def2-TZVPD).

Structure (ORCA input):
```
! wB97M-V def2-TZVPD RIJCOSX def2/J DEFGRID3
* xyz -2 1
Na -1.05475 -0.41883 -0.78392
C -5.07182 2.98070 2.56827
C -4.44620 4.02485 1.89794
C -3.31434 3.79297 1.13917
C -2.78781 2.50020 1.02877
C -3.41615 1.46021 1.71079
C -4.54816 1.70100 2.47116
N -1.67878 2.19661 0.20582
N -1.45652 3.06816 -0.72250
C -0.38240 2.75845 -1.48298
C 0.01712 3.71205 -2.45129
C 1.12040 3.48393 -3.22270
C 1.90280 2.33447 -2.98189
C 1.56746 1.44611 -1.98945
C 0.34774 1.53780 -1.27354
H -5.96634 3.16154 3.15218
H -4.84963 5.02910 1.96686
H -2.82265 4.59628 0.61057
H -3.03004 0.45482 1.62338
H -5.03009 0.87465 2.97779
H -0.56573 4.62295 -2.52829
H 1.41222 4.18866 -3.99284
H 2.77938 2.15267 -3.59500
H 2.22670 0.60638 -1.79318
I -3.61373 -1.58114 -1.91847
I -6.43370 -1.07016 -0.95504
F -1.40589 -3.96939 -1.40862
C -1.17114 -3.39391 -2.59115
C -1.79173 -2.19552 -2.90753
C -1.48958 -1.65400 -4.14882
F -2.05222 -0.50179 -4.52558
C -0.63634 -2.27238 -5.04334
F -0.38084 -1.72942 -6.23904
C -0.05765 -3.48180 -4.70213
F 0.75126 -4.10156 -5.56318
C -0.32168 -4.04514 -3.46682
F 0.23257 -5.21780 -3.14498
Se 0.32839 1.24096 0.92416
N -0.55813 -0.24154 1.23254
C -0.69971 -0.33109 2.59518
C -1.33320 -1.38919 3.24437
C -1.40853 -1.39044 4.62781
C -0.85079 -0.34920 5.37259
C -0.22037 0.71214 4.74621
C -0.14843 0.74864 3.34928
N 0.41637 1.74768 2.61223
H -1.76044 -2.19367 2.65730
H -1.90231 -2.21214 5.13410
H -0.90632 -0.37267 6.45566
H 0.21612 1.52168 5.31822
Te 2.29643 -0.81860 0.90107
C 4.31294 -1.53176 0.51865
C 4.73114 -2.70456 1.15271
C 5.99362 -3.23714 0.93891
C 6.88553 -2.60388 0.08119
C 6.49040 -1.43497 -0.55488
C 5.22301 -0.91063 -0.33664
H 4.04419 -3.20662 1.82584
H 6.28598 -4.15233 1.44348
H 7.87434 -3.01548 -0.08725
H 7.17508 -0.93059 -1.22916
H 4.93296 0.00367 -0.84400
*
```

Summary:
HOMO-LUMO gap ... 0.188 hartree
Energy above the lowest of the compared OMol25 structures with the same formula, charge and spin ... 360.6 kJ/mol

Atomic partial charges in e from the Löwdin method, atoms 1 to 4:
1 Na 0.141
2 C -0.108
3 C -0.106
4 C -0.034

# 6
Entry from OMol25: a structure of composition C30H18F5N6NiS3 in a non-equilibrium geometry (ωB97M-V/def2-TZVPD).

Structure (ORCA input):
```
! wB97M-V def2-TZVPD RIJCOSX def2/J DEFGRID3
* xyz -1 3
Ni 0.35145 -0.11672 1.16169
C -0.62880 4.55380 3.59829
S -0.43008 3.08108 4.62735
C -0.17500 1.83142 3.41948
S -0.51823 2.07838 1.77171
N 0.25665 0.71289 3.97062
N 0.62316 -0.23718 3.11986
C 0.99883 -1.38352 3.57393
C 1.49623 -2.33726 2.60832
C 2.10113 -3.53837 2.98169
C 2.57620 -4.38458 2.00043
C 2.46104 -4.00672 0.66901
C 1.85281 -2.79679 0.37779
N 1.36799 -1.99263 1.31025
H -0.84757 5.37838 4.27500
H -1.44924 4.39924 2.90405
H 0.29556 4.74406 3.05884
H 0.97523 -1.59682 4.63764
H 2.19100 -3.77385 4.03404
H 3.03443 -5.33093 2.25774
H 2.83716 -4.63694 -0.12420
H 1.74601 -2.45837 -0.64653
N -7.52478 -0.14446 -5.43755
C -6.62421 -0.17130 -4.72252
C -5.50384 -0.20046 -3.83490
C -4.35772 -0.91835 -4.17597
C -3.27558 -0.94039 -3.31594
C -3.32249 -0.26674 -2.09804
C -4.47062 0.44942 -1.76456
C -5.55301 0.49011 -2.62264
C -2.18067 -0.31998 -1.15280
C -2.41204 -0.96803 0.06987
C -3.55256 -1.76165 0.38365
C -3.33877 -2.27436 1.64247
C -2.08715 -1.76774 2.05780
N -1.53126 -1.00068 1.13292
C -0.97966 0.24940 -1.55461
C -0.72478 0.94483 -2.77546
C 0.59507 1.31378 -2.74842
C 1.10633 0.84182 -1.51307
N 0.18702 0.21252 -0.80394
H -4.32795 -1.45751 -5.11344
H -2.38744 -1.50072 -3.57794
H -4.50633 0.97531 -0.81928
H -6.44253 1.04747 -2.36199
H -4.38700 -1.93856 -0.27673
H -3.98168 -2.93199 2.20609
H -1.61383 -1.93343 3.01590
H -1.45343 1.13284 -3.54889
H 1.15569 1.85698 -3.49221
H 2.11005 0.95039 -1.14515
F 6.76078 2.56935 -2.62747
C 5.92374 2.20598 -1.64275
C 5.48482 0.89972 -1.53982
F 5.92145 -0.01038 -2.42717
C 4.61932 0.52873 -0.52936
F 4.27033 -0.76710 -0.46353
C 4.10145 1.43751 0.40751
S 2.97168 1.02336 1.63702
C 4.59828 2.74829 0.28041
F 4.20614 3.68830 1.14440
C 5.48482 3.12667 -0.70638
F 5.92641 4.39248 -0.77250
*
```

Summary:
HOMO-LUMO gap (alpha / beta) ... 0.214 / 0.216 hartree
<S²> ... 2.01

Atomic partial charges in e from the Löwdin method, atoms 1 to 4:
1 Ni 0.330
2 C -0.452
3 S 0.820
4 C -1.098

Computed values of energy (unit: eV) for the preceding records, in sequence: -19047.204, -1028334.208, -130858.772, -119820.420, -144204.749, -127481.255.